This record from the Open Molecules 2025 dataset describes a structure of composition C20H30As2KN5O8. The level of theory is wB97M-V/def2-TZVPD.

**Gap between HOMO and LUMO**: 7.06 eV
**Multiplicity**: 1
**Highest occupied orbital energy**: -8.0 eV
**E_tot**: -183057.8311 eV
**Energy above the lowest of the compared OMol25 structures with the same formula, charge and spin**: 10.28 kcal/mol

XYZ file:
```
66
C20H30As2KN5O8, DFT wB97M-V/def2-TZVPD
K 2.569 -0.881 -0.189
N 5.300 -0.141 -0.858
C 6.110 0.637 0.096
C 5.206 1.349 1.094
C 4.680 0.443 2.210
C 3.401 0.976 2.842
N 2.318 1.010 1.857
H 5.906 -0.701 -1.446
H 4.821 0.506 -1.482
H 6.743 1.372 -0.411
H 6.775 -0.054 0.620
H 4.375 1.783 0.529
H 5.742 2.188 1.542
H 5.451 0.331 2.977
H 4.493 -0.570 1.832
H 3.599 1.959 3.286
H 3.098 0.316 3.657
H 2.318 1.869 1.318
H 1.410 0.999 2.304
C -1.567 3.731 -1.062
O -1.413 2.298 -0.966
C -0.672 1.871 0.043
O -0.106 2.582 0.838
C -0.558 0.376 0.128
C -0.947 -0.229 1.271
As -2.686 0.558 1.698
C -3.416 -0.517 3.156
C -3.379 -0.507 0.146
C -2.732 -0.881 -0.963
As -0.762 -0.846 -1.382
C -0.823 0.284 -2.970
C -3.538 -1.478 -2.070
O -4.738 -1.491 -2.148
O -2.738 -2.026 -3.003
C -3.414 -2.584 -4.137
C -4.874 -0.606 0.336
O -5.524 0.404 0.341
O -5.422 -1.769 0.700
C -4.668 -2.984 0.638
C -0.677 -1.657 1.581
O -1.477 -2.514 1.853
O 0.662 -1.886 1.633
C 1.037 -3.185 2.111
H -2.037 3.913 -2.021
H -0.598 4.220 -1.028
H -2.194 4.079 -0.243
H -3.037 -0.100 4.088
H -3.161 -1.569 3.080
H -4.498 -0.385 3.131
H -1.735 0.871 -2.997
H -0.767 -0.378 -3.832
H 0.047 0.934 -2.954
H -2.633 -2.952 -4.795
H -4.008 -1.819 -4.634
H -4.070 -3.395 -3.827
H -5.204 -3.693 1.263
H -3.655 -2.857 1.015
H -4.646 -3.352 -0.387
H 2.124 -3.216 2.059
H 0.595 -3.969 1.498
H 0.722 -3.315 3.145
N 2.154 1.244 -1.811
C 2.215 2.401 -1.986
N 2.368 3.674 -2.122
C 1.453 4.342 -2.807
N 0.680 4.987 -3.381
```